# C3H12N

2 unconnected molecules or ions with the total composition C3H12N in a non-equilibrium geometry (wB97M-V/def2-TZVPD, OMol25).

Last column: natural (NBO) charge in e.
Element x y z (Å)
N 0.1890 1.6651 -2.0947  -0.882
H 1.1380 1.4173 -1.7968  0.479
H -0.1835 2.1384 -1.2628  0.462
H 0.5006 2.3293 -2.8108  0.456
H -0.5610 1.0974 -2.4811  0.479
C 1.0088 -0.3847 0.2784  -0.597
C -0.3110 -1.0922 0.5021  -0.406
C -0.9636 -0.7154 1.8427  -0.604
H 0.9406 0.6756 0.5775  0.172
H 1.2580 -0.2977 -0.7776  0.158
H 1.8392 -0.8154 0.8362  0.245
H -0.2122 -2.1809 0.4418  0.222
H -0.9640 -0.9476 -0.3729  0.174
H -1.7678 -1.4084 2.0480  0.231
H -0.2535 -0.6108 2.6582  0.221
H -1.3180 0.3238 1.7484  0.191

The net charge is +1. As for the highest occupied orbital energy: -14.646 eV. The value obtained for the HOMO-LUMO gap is 10.2 eV. Its largest force on an atom is 0.0477 Eh/bohr. The calculation puts the molar mass at 62.14 u. The calculation puts the energy relative to the best compared isomer or geometry (same formula, charge and spin) at 22.1 kcal per mole. As for the lowest unoccupied orbital energy: -4.494 eV.